Entry 1:
This record from the OMol25 dataset describes a structure of composition C49H34ClIMoN3O11P2. The level of theory is ωB97M-V with the def2-TZVPD basis set.

Last column: Mulliken spin population.
Cartesian coordinates (Å):
Mo  -0.22  0.03  -0.09  1.913
O  -3.37  1.75  -2.11  -0.001
C  -2.99  1.05  -1.22  -0.009
O  -1.68  0.99  -0.90  0.021
C  -3.92  0.27  -0.33  0.020
C  -5.20  0.78  -0.20  0.000
C  -6.14  0.15  0.59  0.000
C  -5.81  -1.04  1.23  0.000
C  -4.55  -1.58  1.09  0.001
C  -3.58  -0.92  0.32  -0.036
P  -2.00  -1.76  0.01  -0.025
C  -2.34  -2.75  -1.47  0.000
C  -2.77  -4.07  -1.40  -0.001
C  -3.12  -4.75  -2.55  0.000
C  -3.07  -4.11  -3.78  0.000
C  -2.67  -2.79  -3.86  0.000
C  -2.31  -2.10  -2.71  0.008
C  -1.64  -2.84  1.41  -0.002
C  -1.05  -4.09  1.27  0.013
C  -0.67  -4.82  2.39  -0.002
C  -0.84  -4.28  3.66  0.000
C  -1.40  -3.02  3.81  0.000
C  -1.80  -2.29  2.69  -0.002
H  -5.44  1.70  -0.73  0.000
H  -7.13  0.57  0.70  0.000
H  -6.55  -1.55  1.84  0.000
H  -4.31  -2.51  1.58  -0.001
H  -2.86  -4.58  -0.44  0.000
H  -3.45  -5.78  -2.49  0.000
H  -3.34  -4.65  -4.68  0.000
H  -2.64  -2.28  -4.81  0.000
H  -2.01  -1.06  -2.79  -0.003
H  -0.90  -4.52  0.29  0.001
H  -0.23  -5.80  2.27  0.000
H  -0.54  -4.84  4.53  0.000
H  -1.53  -2.59  4.79  0.000
H  -2.23  -1.31  2.83  0.001
I  3.55  0.33  -1.76  0.000
C  4.34  1.50  -0.23  0.000
C  5.51  1.03  0.29  0.001
C  6.34  1.85  1.08  0.000
C  6.01  3.16  1.22  0.000
C  4.80  3.68  0.68  0.001
C  4.55  5.07  0.77  0.000
C  3.41  5.60  0.25  0.000
C  2.42  4.73  -0.23  -0.005
C  2.59  3.37  -0.30  0.001
P  0.94  2.52  -0.45  0.002
C  0.25  3.15  -2.01  -0.030
C  0.50  2.41  -3.16  -0.007
C  0.02  2.83  -4.39  0.001
C  -0.72  4.00  -4.48  -0.001
C  -0.96  4.75  -3.34  0.000
C  -0.48  4.33  -2.11  -0.003
C  0.03  3.38  0.89  -0.015
C  -1.35  3.56  0.80  -0.006
C  -2.06  4.09  1.86  0.000
C  -1.41  4.45  3.03  -0.001
C  -0.03  4.29  3.13  0.001
C  0.68  3.76  2.07  0.018
C  3.87  2.82  0.03  0.005
H  5.84  0.03  0.05  0.000
H  7.25  1.46  1.50  0.000
H  6.66  3.85  1.74  0.000
H  5.30  5.69  1.24  0.000
H  3.22  6.66  0.28  0.000
H  1.46  5.16  -0.49  0.000
H  1.07  1.49  -3.10  -0.001
H  0.22  2.24  -5.27  0.000
H  -1.10  4.33  -5.43  0.000
H  -1.53  5.67  -3.40  0.000
H  -0.69  4.93  -1.23  0.000
H  -1.87  3.29  -0.11  0.003
H  -3.13  4.22  1.77  0.000
H  -1.97  4.86  3.86  0.000
H  0.49  4.57  4.03  0.000
H  1.75  3.64  2.16  0.000
O  3.52  -6.84  -1.27  0.001
N  2.96  -6.06  -2.01  -0.001
O  2.75  -6.21  -3.19  0.003
C  2.48  -4.80  -1.40  0.010
C  2.66  -4.60  -0.04  0.001
C  2.20  -3.44  0.54  0.002
C  1.55  -2.42  -0.21  0.032
O  1.16  -1.33  0.32  0.025
C  1.41  -2.70  -1.59  -0.023
C  1.85  -3.87  -2.20  0.001
N  0.81  -1.73  -2.48  -0.007
O  0.27  -0.68  -2.03  -0.014
O  0.84  -1.92  -3.67  0.055
N  2.36  -3.31  2.01  -0.002
O  1.87  -2.35  2.55  -0.001
O  3.00  -4.18  2.56  0.005
H  3.15  -5.35  0.57  0.000
H  1.73  -4.05  -3.25  0.001
Cl  2.44  0.83  2.40  0.000
C  1.11  0.60  3.57  0.001
C  -0.30  0.72  3.03  -0.020
O  -1.23  1.00  3.73  0.032
O  -0.48  0.41  1.74  0.042
H  1.23  1.31  4.37  -0.001
H  1.23  -0.42  3.96  0.002

Output
Orbital gap (alpha / beta), eV: 6.06 / 5.88
Total charge: +1
Multiplicity: 3


Entry 2:
This record from the OMol25 dataset describes a structure of composition C49H36BrFN2O4P2Ti. The level of theory is ωB97M-V with the def2-TZVPD basis set.

Last column: Mulliken spin population.
Cartesian coordinates (Å):
Ti  -0.02  1.19  0.47  0.972
Br  4.03  -5.50  1.23  0.000
C  3.20  -3.80  1.18  0.000
C  3.53  -2.81  2.09  0.000
C  2.91  -1.58  2.05  -0.002
C  1.88  -1.29  1.11  0.001
O  1.39  -0.08  1.02  -0.020
C  1.52  -2.35  0.27  0.010
C  0.47  -2.29  -0.69  0.029
N  -0.32  -1.23  -0.82  -0.012
C  -1.18  -1.22  -1.94  0.010
C  -2.52  -0.96  -1.76  -0.010
C  -3.36  -0.84  -2.88  0.002
C  -2.86  -0.77  -4.17  -0.001
C  -1.47  -0.94  -4.39  0.000
C  -0.83  -0.76  -5.65  0.001
C  0.48  -1.17  -5.76  0.000
C  1.14  -1.70  -4.63  0.000
N  0.59  -1.76  -3.43  -0.001
C  -0.67  -1.31  -3.28  -0.012
C  2.16  -3.61  0.31  0.000
H  4.28  -3.04  2.85  0.000
H  3.16  -0.80  2.76  0.000
H  0.36  -3.18  -1.32  0.001
H  -2.88  -0.84  -0.77  0.002
H  -4.40  -0.70  -2.69  0.000
H  -3.53  -0.63  -5.00  0.000
H  -1.37  -0.32  -6.50  0.000
H  1.03  -1.07  -6.71  0.000
H  2.15  -2.08  -4.72  0.000
H  1.84  -4.34  -0.42  0.000
O  1.64  5.13  0.42  0.003
C  1.15  4.09  -0.01  0.000
O  0.85  3.00  0.68  0.012
C  0.87  3.97  -1.51  -0.002
P  1.30  2.27  -2.02  0.010
C  3.14  2.30  -1.73  -0.009
C  4.06  3.33  -1.89  -0.002
C  5.38  3.20  -1.50  0.000
C  5.84  1.99  -0.98  0.000
C  5.00  0.92  -0.84  0.000
C  3.67  1.10  -1.20  0.009
C  1.10  2.46  -3.84  0.006
C  -0.24  2.49  -4.24  0.007
C  -0.61  2.54  -5.59  -0.001
C  0.39  2.51  -6.57  0.001
C  1.74  2.45  -6.20  -0.001
C  2.07  2.43  -4.85  0.000
H  1.48  4.72  -2.02  0.001
H  -0.21  4.17  -1.73  0.000
H  3.72  4.26  -2.30  0.000
H  6.08  3.99  -1.64  0.000
H  6.87  1.88  -0.60  0.000
H  5.28  -0.03  -0.43  0.000
H  3.03  0.23  -1.09  -0.003
H  -1.06  2.48  -3.49  0.002
H  -1.67  2.54  -5.87  0.000
H  0.10  2.59  -7.63  0.000
H  2.50  2.47  -6.96  0.000
H  3.13  2.39  -4.56  0.000
O  -1.71  2.96  2.42  0.019
C  -1.01  1.97  2.35  0.027
C  -0.48  1.40  3.65  -0.031
C  0.31  2.19  4.49  -0.013
C  0.98  1.62  5.54  0.001
C  0.85  0.25  5.81  0.000
C  -0.05  -0.51  5.10  0.001
C  -0.70  0.07  3.99  -0.050
P  -1.57  -0.95  2.78  0.063
C  -3.28  -0.31  2.73  -0.025
C  -3.76  0.80  3.39  -0.002
C  -4.99  1.32  3.02  0.002
C  -5.76  0.70  2.06  0.000
C  -5.30  -0.45  1.41  0.001
C  -4.06  -0.96  1.77  -0.004
C  -1.89  -2.50  3.72  0.010
C  -1.23  -3.66  3.29  0.001
C  -1.42  -4.87  3.93  0.001
C  -2.37  -4.96  4.95  0.000
C  -3.04  -3.83  5.40  0.000
C  -2.77  -2.61  4.80  0.001
H  0.42  3.22  4.18  0.000
H  1.63  2.24  6.14  0.000
H  1.40  -0.17  6.67  0.000
H  -0.21  -1.57  5.32  0.000
H  -3.15  1.33  4.10  -0.002
H  -5.31  2.24  3.51  0.000
H  -6.71  1.14  1.79  0.000
H  -5.91  -0.90  0.65  0.000
H  -3.68  -1.87  1.29  0.000
H  -0.56  -3.57  2.46  0.002
H  -0.95  -5.79  3.58  0.000
H  -2.54  -5.94  5.41  0.000
H  -3.75  -3.92  6.20  0.000
H  -3.26  -1.70  5.14  0.000
F  -1.48  1.53  -0.64  -0.002

Output
Orbital gap (alpha / beta), eV: 6.47 / 6.50
Total charge: -1
Multiplicity: 2


Entry 3:
This record from the OMol25 dataset describes a cluster of 4 separate species, C49H38Cl2N3O8 in total. The level of theory is ωB97M-V with the def2-TZVPD basis set.

Last column: Löwdin charge in e.
Cartesian coordinates (Å):
C  -1.16  1.33  -6.78  -0.125
C  -2.04  0.31  -6.08  -0.748
Cl  -2.85  -0.70  -7.30  0.682
C  -1.32  -0.62  -5.11  -0.706
Cl  -0.12  -1.67  -5.87  0.743
N  -0.81  0.09  -3.94  0.125
C  0.34  0.70  -3.77  -0.373
N  1.31  0.70  -4.67  0.242
N  0.61  1.34  -2.55  0.073
C  -0.36  2.42  -2.20  -0.134
C  -0.78  2.30  -0.75  -0.159
O  -1.82  1.34  -0.64  -0.014
C  -1.55  0.24  0.10  -0.318
O  -2.41  -0.50  0.53  0.083
H  -1.72  1.83  -7.55  0.084
H  -0.78  2.06  -6.07  0.078
H  -0.33  0.83  -7.27  0.070
H  -2.83  0.81  -5.53  0.108
H  -2.08  -1.29  -4.74  0.106
H  -1.46  0.15  -3.16  0.161
H  1.91  1.52  -4.57  0.140
H  1.04  0.61  -5.65  0.075
H  0.60  0.61  -1.85  0.129
H  -1.27  2.36  -2.79  0.122
H  0.11  3.37  -2.38  0.129
H  -1.16  3.26  -0.43  0.141
H  0.07  2.06  -0.11  0.134
H  -0.48  0.05  0.30  0.148
C  6.91  -0.54  -5.10  -0.056
C  8.27  -0.31  -5.28  -0.045
C  8.72  0.91  -5.74  0.008
C  7.80  1.92  -6.03  -0.077
C  6.44  1.69  -5.87  -0.086
C  6.00  0.45  -5.39  -0.012
C  5.44  2.73  -6.21  -0.275
O  4.24  2.53  -6.06  0.060
C  5.93  4.03  -6.75  -0.087
C  5.02  5.00  -7.12  -0.008
C  5.46  6.22  -7.62  -0.053
C  6.82  6.47  -7.73  -0.045
C  7.74  5.50  -7.36  0.007
C  7.30  4.28  -6.87  -0.079
C  8.31  3.24  -6.51  -0.275
O  9.49  3.46  -6.60  0.123
H  6.57  -1.50  -4.73  0.108
H  8.99  -1.09  -5.06  0.112
H  9.77  1.10  -5.88  0.125
H  4.94  0.28  -5.26  0.106
H  3.96  4.80  -7.04  0.114
H  4.75  6.97  -7.91  0.109
H  7.17  7.42  -8.11  0.112
H  8.80  5.69  -7.44  0.125
C  -0.72  -2.53  4.18  -0.049
C  -0.93  -1.56  3.20  -0.066
C  -0.61  -0.24  3.46  -0.013
C  -0.08  0.13  4.68  -0.082
C  0.12  -0.84  5.67  -0.074
C  -0.20  -2.17  5.41  0.014
C  0.64  -0.45  7.01  -0.275
O  0.82  -1.29  7.87  0.120
C  0.94  0.99  7.27  -0.080
C  1.38  1.37  8.52  0.003
C  1.68  2.70  8.77  -0.048
C  1.54  3.65  7.77  -0.052
C  1.09  3.27  6.51  -0.003
C  0.78  1.94  6.26  -0.086
C  0.28  1.56  4.91  -0.276
O  0.16  2.37  4.02  0.088
H  -0.96  -3.56  3.99  0.114
H  -1.34  -1.84  2.25  0.089
H  -0.77  0.52  2.71  0.094
H  -0.04  -2.91  6.18  0.126
H  1.50  0.63  9.30  0.123
H  2.02  3.00  9.75  0.111
H  1.77  4.69  7.96  0.109
H  0.98  4.01  5.73  0.119
C  -7.99  -7.17  6.82  -0.052
C  -6.84  -6.89  7.55  -0.053
C  -5.94  -5.94  7.09  -0.001
C  -6.19  -5.27  5.90  -0.084
C  -7.34  -5.56  5.16  -0.083
C  -8.25  -6.51  5.63  0.000
C  -7.62  -4.89  3.86  -0.277
O  -8.62  -5.14  3.22  0.110
C  -6.62  -3.90  3.36  -0.081
C  -6.82  -3.29  2.13  -0.002
C  -5.91  -2.36  1.66  -0.054
C  -4.80  -2.03  2.42  -0.055
C  -4.59  -2.63  3.65  0.000
C  -5.49  -3.57  4.12  -0.079
C  -5.23  -4.24  5.43  -0.277
O  -4.25  -3.94  6.09  0.104
H  -8.69  -7.91  7.19  0.109
H  -6.64  -7.41  8.47  0.109
H  -5.05  -5.71  7.65  0.121
H  -9.14  -6.72  5.06  0.121
H  -7.69  -3.55  1.55  0.120
H  -6.07  -1.90  0.70  0.105
H  -4.09  -1.30  2.06  0.078
H  -3.72  -2.38  4.25  0.107

Output
Orbital gap, eV: 7.37
Total charge: +1


Entry 4:
This record from the OMol25 dataset describes a structure of composition C49H38F6N2O6P2PbS2. The level of theory is ωB97M-V with the def2-TZVPD basis set.

Last column: Löwdin charge in e.
Cartesian coordinates (Å):
Pb  0.26  -0.66  -1.42  1.263
C  -3.81  -3.84  2.38  -0.052
C  -2.38  -3.57  2.76  -0.287
C  -1.91  -4.04  3.98  -0.070
C  -0.61  -3.80  4.40  -0.090
C  0.26  -3.08  3.60  -0.072
C  -0.18  -2.61  2.38  -0.081
C  -1.49  -2.84  1.94  -0.327
P  -1.86  -2.08  0.33  1.053
C  -3.55  -1.40  0.46  -0.313
C  -4.49  -1.71  -0.52  -0.092
C  -5.75  -1.13  -0.52  -0.095
C  -6.09  -0.23  0.48  -0.103
C  -5.16  0.08  1.46  -0.072
C  -3.89  -0.48  1.47  -0.284
C  -2.94  -0.12  2.58  -0.061
C  -1.93  -3.46  -0.85  -0.341
C  -1.96  -4.79  -0.44  -0.103
C  -1.76  -5.83  -1.33  -0.118
C  -1.49  -5.53  -2.67  -0.110
C  -1.46  -4.22  -3.09  -0.057
C  -1.69  -3.14  -2.21  -0.378
C  -1.61  -1.77  -2.67  -0.285
H  -4.19  -4.68  2.94  0.074
H  -3.92  -4.06  1.31  0.064
H  -4.45  -2.97  2.58  0.079
H  -2.59  -4.60  4.61  0.099
H  -0.28  -4.18  5.37  0.093
H  1.26  -2.85  3.93  0.099
H  0.48  -2.00  1.78  0.073
H  -4.23  -2.42  -1.30  0.100
H  -6.46  -1.38  -1.30  0.095
H  -7.07  0.23  0.50  0.091
H  -5.42  0.79  2.24  0.105
H  -3.19  0.85  2.99  0.074
H  -1.90  -0.08  2.24  0.040
H  -2.98  -0.86  3.39  0.084
H  -2.10  -5.02  0.61  0.087
H  -1.77  -6.86  -0.99  0.085
H  -1.30  -6.32  -3.38  0.091
H  -1.23  -3.99  -4.13  0.104
H  -2.40  -1.10  -2.32  0.021
H  -1.43  -1.66  -3.74  0.036
C  3.42  3.65  0.98  -0.083
C  2.79  2.92  1.98  -0.085
C  1.48  2.49  1.80  -0.127
C  0.78  2.82  0.63  -0.374
C  1.43  3.55  -0.36  -0.065
C  2.74  3.96  -0.19  -0.084
P  -0.89  2.12  0.46  1.085
C  -1.95  3.37  1.28  -0.362
C  -3.32  3.32  1.05  -0.127
C  -4.19  4.17  1.73  -0.102
C  -3.70  5.07  2.66  -0.117
C  -2.33  5.13  2.90  -0.101
C  -1.46  4.29  2.22  -0.080
C  -1.25  2.38  -1.31  -0.448
C  -1.83  3.53  -1.85  -0.117
C  -1.96  3.65  -3.22  -0.113
C  -1.49  2.64  -4.05  -0.103
C  -0.91  1.51  -3.51  -0.144
C  -0.80  1.33  -2.13  -0.345
H  4.46  3.94  1.09  0.099
H  3.33  2.63  2.87  0.104
H  1.03  1.84  2.54  0.096
H  0.91  3.77  -1.29  0.102
H  3.24  4.49  -0.99  0.098
H  -3.72  2.61  0.34  0.105
H  -5.25  4.11  1.53  0.095
H  -4.37  5.73  3.20  0.088
H  -1.93  5.83  3.62  0.094
H  -0.40  4.34  2.41  0.094
H  -2.17  4.33  -1.20  0.095
H  -2.41  4.54  -3.64  0.088
H  -1.57  2.75  -5.13  0.091
H  -0.54  0.74  -4.18  0.085
O  1.89  -0.42  3.12  -0.014
C  2.73  -0.35  2.21  -0.499
N  2.52  -0.34  0.88  0.116
C  3.73  -0.20  0.24  -0.443
O  3.94  -0.13  -0.95  0.043
C  4.83  -0.10  1.28  -0.088
C  6.19  0.07  1.14  -0.001
C  6.94  0.14  2.32  -0.100
C  6.32  0.04  3.57  -0.111
C  4.94  -0.12  3.68  -0.034
C  4.21  -0.19  2.51  -0.108
H  6.64  0.14  0.16  0.109
H  8.01  0.27  2.28  0.088
H  6.93  0.10  4.46  0.085
H  4.44  -0.19  4.64  0.105
F  1.21  -1.81  -5.30  0.104
C  2.52  -1.51  -5.35  -0.666
F  2.68  -0.56  -6.28  0.122
F  3.17  -2.61  -5.77  0.120
S  3.09  -0.95  -3.68  0.506
O  2.21  0.15  -3.42  -0.379
O  2.95  -2.13  -2.88  -0.302
N  4.53  -0.57  -4.03  -0.285
S  5.65  0.48  -3.84  0.571
O  6.30  0.46  -2.56  -0.286
O  6.47  0.51  -5.02  -0.307
C  4.77  2.10  -3.86  -0.678
F  5.68  3.10  -3.84  0.107
F  3.98  2.25  -2.81  0.139
F  4.05  2.25  -4.98  0.124

Output
Orbital gap, eV: 6.13
Total charge: -2


no.,E (eV)
1,-119403.2310
2,-177026.0813
3,-97320.4902
4,-128498.3709